1.
{
  "formula": "C53H47As2FIrN2O3SeTe",
  "method": "ωB97M-V/def2-TZVPD",
  "e_lumo_ev": -2.6,
  "charge": 1,
  "gap_ev": 7.5393,
  "total_energy_ha": -9728.18551,
  "species": ["Ir", "C", "C", "C", "C", "C", "C", "C", "F", "C", "C", "C", "O", "C", "C", "N", "C", "C", "O", "O", "H", "H", "H", "H", "H", "H", "H", "H", "H", "H", "H", "C", "C", "As", "C", "C", "C", "C", "C", "C", "C", "C", "C", "C", "C", "C", "As", "C", "C", "C", "C", "C", "C", "C", "C", "C", "C", "C", "C", "H", "H", "H", "H", "H", "H", "H", "H", "H", "H", "H", "H", "H", "H", "H", "H", "H", "H", "H", "H", "H", "H", "H", "H", "Se", "C", "C", "C", "N", "C", "C", "H", "H", "H", "H", "C", "Te", "C", "C", "C", "C", "C", "C", "C", "H", "H", "H", "H", "H", "H", "H", "H"],
  "positions_angstrom": [[0.42, -0.01, -0.03], [-3.88, -3.34, -5.19], [-4.60, -2.23, -4.44], [-5.97, -2.69, -3.99], [-6.64, -1.65, -3.10], [-5.78, -1.42, -1.90], [-6.32, -1.08, -0.68], [-5.48, -0.85, 0.41], [-6.07, -0.50, 1.58], [-4.13, -0.95, 0.33], [-3.55, -1.28, -0.90], [-2.10, -1.31, -1.04], [-1.39, -1.25, 0.02], [-1.61, -1.36, -2.36], [-2.48, -1.62, -3.39], [-3.80, -1.79, -3.25], [-4.38, -1.52, -2.01], [-0.18, -1.15, -2.79], [0.12, -1.28, -3.96], [0.70, -0.89, -1.87], [-4.55, -3.74, -5.95], [-3.61, -4.15, -4.51], [-2.98, -3.00, -5.71], [-4.71, -1.35, -5.08], [-5.87, -3.63, -3.44], [-6.57, -2.89, -4.88], [-7.63, -1.98, -2.80], [-6.76, -0.72, -3.66], [-7.39, -0.96, -0.56], [-3.49, -0.76, 1.19], [-2.07, -1.70, -4.39], [1.33, -2.41, 2.03], [0.94, -1.39, 3.09], [-0.14, 0.11, 2.37], [0.46, 1.56, 3.48], [0.21, 1.57, 4.85], [0.72, 2.59, 5.64], [1.47, 3.60, 5.07], [1.71, 3.60, 3.70], [1.21, 2.58, 2.91], [-1.85, -0.39, 3.10], [-2.21, -1.74, 3.04], [-3.45, -2.14, 3.53], [-4.33, -1.21, 4.06], [-3.96, 0.13, 4.13], [-2.73, 0.54, 3.65], [2.23, -1.37, 0.65], [3.03, -2.61, -0.57], [2.26, -3.64, -1.10], [2.82, -4.51, -2.02], [4.14, -4.33, -2.43], [4.90, -3.29, -1.92], [4.34, -2.42, -0.99], [3.67, -0.66, 1.72], [3.91, 0.71, 1.79], [4.93, 1.19, 2.60], [5.71, 0.31, 3.33], [5.48, -1.06, 3.25], [4.46, -1.54, 2.45], [0.46, -2.87, 1.55], [1.95, -3.21, 2.43], [1.83, -0.91, 3.51], [0.40, -1.86, 3.92], [-0.38, 0.78, 5.31], [0.52, 2.59, 6.71], [1.86, 4.40, 5.69], [2.29, 4.40, 3.25], [1.38, 2.58, 1.84], [-1.54, -2.47, 2.61], [-3.72, -3.19, 3.48], [-5.29, -1.53, 4.42], [-4.64, 0.85, 4.55], [-2.43, 1.58, 3.74], [1.23, -3.76, -0.80], [2.23, -5.32, -2.42], [4.57, -5.01, -3.16], [5.92, -3.16, -2.24], [4.94, -1.61, -0.59], [3.28, 1.39, 1.24], [5.12, 2.26, 2.65], [6.51, 0.69, 3.96], [6.09, -1.74, 3.82], [4.29, -2.61, 2.38], [-1.21, 1.80, -0.90], [-1.35, 3.13, 0.48], [-0.57, 4.28, 0.51], [-0.77, 5.19, 1.54], [-1.68, 5.04, 2.50], [-2.46, 3.97, 2.43], [-2.34, 3.00, 1.44], [0.17, 4.49, -0.25], [-0.16, 6.08, 1.60], [-3.22, 3.88, 3.19], [-3.02, 2.16, 1.41], [3.79, 1.55, -1.38], [1.68, 1.99, -1.04], [1.74, 1.60, -3.14], [2.94, 2.41, -3.53], [3.03, 3.16, -4.69], [4.19, 3.90, -4.94], [5.23, 3.89, -4.02], [5.14, 3.14, -2.86], [4.00, 2.38, -2.61], [3.87, 0.48, -1.59], [4.43, 1.82, -0.56], [0.80, 1.87, -3.62], [1.91, 0.53, -3.26], [2.21, 3.18, -5.39], [4.26, 4.49, -5.84], [6.12, 4.47, -4.22], [5.95, 3.14, -2.14]]
}


2.
{
  "formula": "C3H8FOP",
  "method": "ωB97M-V/def2-TZVPD",
  "e_lumo_ev": 0.7,
  "charge": 0,
  "gap_ev": 10.3793,
  "total_energy_ha": -635.55171,
  "species": ["C", "P", "C", "O", "C", "F", "H", "H", "H", "H", "H", "H", "H", "H"],
  "positions_angstrom": [[-1.32, 0.54, 0.89], [0.25, 0.46, -0.01], [-0.10, -0.01, -1.72], [1.00, 1.77, -0.19], [1.17, -0.85, 0.98], [2.40, -1.04, 0.46], [-1.31, 0.34, 1.97], [-1.63, 1.64, 0.63], [-2.01, -0.09, 0.41], [0.71, 0.52, -2.40], [0.11, -1.06, -1.89], [-1.17, 0.18, -1.92], [1.23, -0.47, 1.97], [0.67, -1.94, 0.83]]
}


3.
{
  "formula": "C31H62BrIrN2O2Si",
  "method": "ωB97M-V/def2-TZVPD",
  "e_lumo_ev": [-4.9, -7.6],
  "charge": 2,
  "gap_ev": [8.9802, 7.1671],
  "total_energy_ha": -4445.66591,
  "multiplicity": 5,
  "species": ["Ir", "C", "C", "C", "C", "C", "C", "C", "C", "C", "C", "C", "C", "C", "C", "C", "C", "C", "H", "H", "H", "H", "H", "H", "H", "H", "H", "H", "H", "H", "H", "H", "H", "H", "H", "H", "H", "H", "H", "H", "H", "H", "H", "H", "H", "H", "H", "C", "O", "C", "O", "N", "N", "H", "H", "H", "H", "H", "H", "C", "C", "C", "C", "Si", "Br", "C", "C", "C", "C", "C", "C", "C", "C", "H", "H", "H", "H", "H", "H", "H", "H", "H", "H", "H", "H", "H", "H", "H", "H", "H", "H", "H", "H", "H", "H", "H", "H", "H", "H", "H"],
  "positions_angstrom": [[0.42, 1.75, 0.61], [0.02, 0.29, 2.80], [-0.09, 1.71, 2.85], [1.29, 2.22, 2.61], [2.10, 1.06, 2.39], [1.35, -0.12, 2.56], [1.88, -1.53, 2.58], [0.95, -2.46, 1.78], [3.29, -1.60, 2.00], [1.90, -1.96, 4.06], [1.95, 3.60, 2.70], [3.33, 3.56, 2.03], [2.17, 3.94, 4.18], [1.15, 4.70, 1.99], [-1.44, 2.38, 3.18], [-1.34, 3.35, 4.36], [-2.01, 3.09, 1.93], [-2.46, 1.30, 3.57], [-0.82, -0.39, 2.91], [3.15, 1.08, 2.15], [0.92, -2.16, 0.73], [-0.07, -2.46, 2.17], [1.32, -3.48, 1.84], [3.31, -1.26, 0.96], [3.64, -2.63, 2.02], [3.99, -1.01, 2.59], [0.90, -1.95, 4.50], [2.54, -1.31, 4.66], [2.29, -2.98, 4.13], [4.03, 2.91, 2.56], [3.75, 4.56, 2.05], [3.27, 3.24, 0.98], [2.81, 3.20, 4.65], [1.24, 4.00, 4.74], [2.67, 4.91, 4.26], [0.99, 4.46, 0.93], [1.72, 5.63, 2.02], [0.18, 4.90, 2.45], [-0.73, 4.22, 4.15], [-0.93, 2.85, 5.24], [-2.34, 3.70, 4.61], [-1.42, 3.95, 1.62], [-3.02, 3.44, 2.15], [-2.11, 2.38, 1.10], [-2.12, 0.71, 4.42], [-2.69, 0.63, 2.74], [-3.39, 1.79, 3.85], [4.14, 0.86, -2.55], [2.93, 1.59, -2.89], [2.08, 1.78, -1.92], [2.22, 1.38, -0.76], [0.99, 2.48, -2.33], [-0.05, 2.70, -1.43], [4.73, 0.86, -3.46], [3.89, -0.16, -2.26], [4.67, 1.37, -1.75], [0.89, 2.75, -3.30], [-0.91, 2.26, -1.78], [-0.21, 3.70, -1.32], [0.80, -1.00, -3.74], [0.31, -2.19, -2.91], [0.30, -3.44, -3.81], [1.34, -2.40, -1.78], [-1.45, -1.93, -2.25], [-1.09, -0.26, -0.42], [-2.63, -0.88, -3.33], [-2.68, -1.54, -4.73], [-4.05, -0.84, -2.76], [-2.21, 0.59, -3.53], [-2.23, -3.39, -1.33], [-1.18, -4.30, -0.67], [-3.21, -2.95, -0.24], [-2.99, -4.23, -2.39], [1.83, -1.19, -4.05], [0.79, -0.07, -3.17], [0.22, -0.86, -4.65], [1.29, -3.56, -4.26], [-0.41, -3.36, -4.63], [0.09, -4.36, -3.26], [2.32, -2.56, -2.23], [1.12, -3.27, -1.16], [1.41, -1.52, -1.12], [-2.96, -2.60, -4.68], [-1.74, -1.46, -5.27], [-3.44, -1.04, -5.33], [-4.53, -1.82, -2.74], [-4.67, -0.20, -3.39], [-4.08, -0.42, -1.75], [-1.18, 0.70, -3.88], [-2.34, 1.16, -2.61], [-2.86, 1.04, -4.28], [-0.56, -3.78, 0.06], [-0.53, -4.79, -1.40], [-1.71, -5.10, -0.14], [-2.73, -2.34, 0.53], [-3.60, -3.85, 0.26], [-4.07, -2.41, -0.63], [-2.35, -4.57, -3.21], [-3.84, -3.70, -2.82], [-3.39, -5.12, -1.90]]
}


charge of number 1 (C53H47As2FIrN2O3SeTe)? +1


Number 2 is which compound? C3H8FOP